[1]
ORCA calculation (ωB97M-V with the def2-TZVPD basis set) on one molecule with the formula C4H7NO2 at a distorted geometry.

Values from the calculation:
* gap between HOMO and LUMO: 9.152 eV
* SMILES: C=C1N(O)[C@@]1(C)O
* LUMO energy: 0.7 eV
* F_max: 4.5 eV/Å
* electronic energy: -9840.660 eV
* energy above the lowest of the compared OMol25 structures with the same formula, charge and spin: 638.7 kJ/mol

Each line ends with the Löwdin charge.
Element x y z (Å)
C 0.445 2.195 0.320  0.07
C 0.018 0.987 0.144  -0.04
N -1.070 -0.282 0.828  0.05
O -0.837 -1.441 1.590  -0.05
C -0.240 -0.309 -0.311  -0.53
C 0.854 -1.319 -0.525  0.00
O -0.879 -0.021 -1.769  -0.09
H 0.629 2.583 1.318  0.07
H 0.586 2.871 -0.517  0.08
H -1.352 -1.264 2.389  0.10
H 1.461 -1.458 0.372  0.09
H 1.509 -0.983 -1.329  0.09
H 0.387 -2.273 -0.769  0.09
H -1.510 0.714 -1.740  0.06


[2]
ORCA calculation (ωB97M-V with the def2-TZVPD basis set) on a 2-piece molecular cluster, C6H8FNO2S overall at a distorted geometry.

Values from the calculation:
* gap between HOMO and LUMO (alpha / beta): 7.836 / 7.837 eV
* LUMO energy (alpha / beta): -2.1 / -2.1 eV
* F_max: 2.4 eV/Å
* electronic energy: -25484.767 eV
* energy above the lowest of the compared OMol25 structures with the same formula, charge and spin: 246.2 kJ/mol

Each line ends with the Löwdin charge.
Element x y z (Å)
C 1.177 -2.202 -0.172  -0.02
C 0.868 -1.918 1.132  0.02
C 0.385 -1.540 -1.146  -0.06
C 0.122 -0.678 1.391  -0.15
C -0.322 0.079 0.219  -0.28
C -0.555 2.901 -0.392  -0.15
N -0.383 -0.493 -0.966  0.12
O -1.280 1.690 1.962  -0.34
O -2.637 1.366 -0.088  -0.32
F 1.638 1.274 0.005  -0.47
S -1.332 1.584 0.504  0.67
H 1.637 -3.133 -0.590  0.13
H 0.876 -2.552 2.031  0.13
H 0.437 -1.988 -2.133  0.13
H -0.672 -0.924 2.175  0.18
H 0.443 0.148 2.086  0.17
H -1.193 3.857 -0.184  0.12
H 0.466 2.901 0.057  0.05
H -0.495 2.358 -1.334  0.06


Q: Look up the F_max of the first one.
A: 4.5 eV/Å


Q: Look up the energy above the lowest of the compared OMol25 structures with the same formula, charge and spin of the first one.
A: 638.7 kJ/mol


Copy entry 1 word for word.
ORCA calculation (ωB97M-V with the def2-TZVPD basis set) on one molecule with the formula C4H7NO2 at a distorted geometry.

Values from the calculation:
* gap between HOMO and LUMO: 9.152 eV
* SMILES: C=C1N(O)[C@@]1(C)O
* LUMO energy: 0.7 eV
* F_max: 4.5 eV/Å
* electronic energy: -9840.660 eV
* energy above the lowest of the compared OMol25 structures with the same formula, charge and spin: 638.7 kJ/mol

Each line ends with the Löwdin charge.
Element x y z (Å)
C 0.445 2.195 0.320  0.07
C 0.018 0.987 0.144  -0.04
N -1.070 -0.282 0.828  0.05
O -0.837 -1.441 1.590  -0.05
C -0.240 -0.309 -0.311  -0.53
C 0.854 -1.319 -0.525  0.00
O -0.879 -0.021 -1.769  -0.09
H 0.629 2.583 1.318  0.07
H 0.586 2.871 -0.517  0.08
H -1.352 -1.264 2.389  0.10
H 1.461 -1.458 0.372  0.09
H 1.509 -0.983 -1.329  0.09
H 0.387 -2.273 -0.769  0.09
H -1.510 0.714 -1.740  0.06